# 1
Here is C16H30GeN2O2Pt as an isolated structure from the OMol25 dataset. Energies are from ωB97M-V/def2-TZVPD.

Positions of all 52 atoms, in Å:
H (0.25, 5.10, 2.81)
C (-0.02, -2.62, 1.53)
H (-2.43, -0.32, 1.10)
H (4.97, 0.63, 0.60)
C (0.44, 4.06, 3.10)
Ge (0.37, 1.25, 2.12)
H (-1.58, -0.48, -4.92)
C (3.88, 1.35, 2.32)
H (-1.14, -1.30, 2.77)
H (-1.23, 0.56, -2.68)
H (2.56, 4.30, 3.37)
H (-0.98, 1.11, 2.90)
H (1.87, 3.03, 4.35)
C (0.55, 3.20, 1.85)
C (1.56, 1.09, -0.60)
C (3.05, 0.08, 2.53)
H (3.29, 2.09, 1.78)
H (1.47, 3.43, 1.32)
H (-2.09, -1.50, 0.02)
H (-0.65, -2.77, -5.32)
H (5.81, 0.38, 2.12)
H (1.85, 0.88, 4.16)
H (1.70, 2.15, -0.41)
H (0.81, -2.70, -1.28)
C (1.71, 0.33, 3.22)
H (0.57, -3.90, -3.46)
H (2.42, 0.63, -1.10)
N (-0.21, -1.04, -1.91)
H (2.88, -0.40, 1.56)
C (-0.86, -0.43, -2.90)
C (5.17, 1.08, 1.57)
C (0.15, -2.91, -3.34)
H (0.71, 4.76, 5.77)
H (-0.27, 3.44, 1.16)
H (4.10, 1.80, 3.30)
N (-1.71, -0.97, 0.79)
H (3.64, -0.63, 3.12)
H (1.48, 6.03, 4.82)
H (2.46, 4.94, 5.80)
H (1.26, -0.62, 3.48)
O (0.80, -1.95, 0.80)
C (1.69, 4.04, 3.98)
O (0.18, -3.75, 1.97)
C (-0.53, -2.28, -4.36)
H (5.75, 1.99, 1.40)
C (-1.32, -1.90, 1.88)
C (-1.04, -1.01, -4.14)
Pt (0.12, 0.03, 0.07)
H (-2.10, -2.62, 2.10)
C (0.29, -2.26, -2.12)
C (1.58, 5.00, 5.16)
H (-0.42, 3.75, 3.70)

Results
LUMO energy (spin up / spin down) = -0.23 / -0.52 eV
ΔE to the lowest compared entry with this formula, charge and spin = 130.74 kJ/mol
gap between HOMO and LUMO (spin up / spin down) = 7.749 / 7.056 eV
highest occupied orbital energy (spin up / spin down) = -7.982 / -7.579 eV
energy = -83915.1166 eV

The Löwdin scheme yields these atomic charges, measured in e: 0.11, -0.67, 0.08, 0.07, -0.30, 0.74, 0.11, -0.29, 0.09, 0.10, 0.11, -0.04, 0.08, -0.38, -0.23, -0.30, 0.08, 0.04, 0.09, 0.11, 0.07, 0.05, -0.05, 0.11, -0.35, 0.11, -0.01, -0.08, 0.08, -0.14, -0.11, -0.04, 0.07, 0.06, 0.11, -0.12, 0.12, 0.07, 0.07, 0.05, -0.20, -0.29, 0.04, -0.06, 0.07, -0.17, -0.05, 0.99, 0.12, -0.10, -0.12, 0.10

# 2
Here is C2H2N2O2S as an isolated structure in a non-equilibrium geometry from the OMol25 dataset. Energies are from ωB97M-V/def2-TZVPD.

Positions of all 9 atoms, in Å:
O (2.08, -0.94, 0.20)
N (1.58, 0.12, -0.08)
C (0.18, 0.03, -0.05)
N (-1.24, 1.30, 0.18)
C (-0.72, -0.91, -0.37)
H (-0.69, -1.99, -0.44)
H (-1.14, 1.28, 1.18)
O (2.15, 1.15, -0.27)
S (-2.21, -0.04, -0.35)

Results
LUMO energy = -1.07 eV
ΔE to the lowest compared entry with this formula, charge and spin = 632.12 kJ/mol
gap between HOMO and LUMO = 8.421 eV
highest occupied orbital energy = -9.487 eV
energy = -20009.7979 eV

The Löwdin scheme yields these atomic charges, measured in e: 0.10, -0.43, -0.14, -0.25, -0.36, 0.09, 0.01, 0.12, 0.86

# 3
Here is C25H61BF4N4Na2O11 as an isolated structure in a non-equilibrium geometry from the OMol25 dataset. Energies are from ωB97M-V/def2-TZVPD.

Positions of all 108 atoms, in Å:
H (1.18, -3.87, -6.35)
H (2.09, -0.82, -4.78)
H (-3.98, 3.90, 0.51)
H (0.23, -5.19, -0.13)
C (-2.11, -3.45, 1.45)
H (-2.46, -4.35, 1.95)
N (-2.95, 0.93, -0.96)
C (2.63, -1.69, -4.39)
B (0.68, 4.02, -1.12)
H (-1.82, -0.16, -2.21)
C (1.14, -0.51, -0.75)
C (4.95, 2.81, 0.36)
H (2.17, -2.09, -3.48)
H (-3.27, 2.92, -1.62)
H (-6.09, -0.48, -3.98)
H (5.91, 0.41, -0.07)
O (2.65, -2.75, -5.35)
H (1.90, 4.19, 2.54)
H (-5.11, -1.96, -4.15)
F (0.04, 5.27, -1.17)
H (-3.35, 0.09, -4.23)
H (3.30, -0.70, -2.00)
Na (-0.69, 1.62, 0.00)
C (2.54, 4.04, 3.40)
H (0.02, -0.64, 2.30)
F (1.97, 4.04, -1.61)
C (4.08, -1.27, -3.81)
H (-4.27, 1.25, -3.39)
C (-0.15, 0.21, 2.97)
H (2.08, 2.18, 1.41)
N (0.41, 1.42, 2.42)
C (-0.26, -4.78, 0.75)
O (1.68, -3.15, 1.20)
N (-1.24, -3.77, 0.30)
O (-2.00, 1.23, 4.19)
H (-3.99, 1.51, 3.44)
C (1.88, 1.41, 2.15)
C (1.27, -3.01, -5.69)
H (4.72, -2.13, -3.60)
H (-1.80, 1.48, -2.61)
H (-2.27, 3.68, 2.82)
H (3.60, 4.12, 3.15)
H (1.84, -2.11, -0.32)
H (-6.19, -1.80, -2.78)
H (-3.78, 0.32, 4.67)
H (-4.66, 2.14, -1.10)
H (3.76, 1.63, 3.21)
H (-3.84, -2.92, -1.41)
H (5.70, 0.60, -2.75)
H (-3.68, 1.96, 5.16)
N (3.94, -0.34, -2.69)
H (-3.70, 0.26, -0.86)
H (-3.82, 2.34, 1.34)
H (2.26, 4.91, 4.00)
O (-2.03, 3.32, 0.74)
C (2.69, 1.67, 3.45)
O (-4.48, -0.71, -2.62)
O (4.87, 2.08, -0.79)
C (-1.90, 4.14, 1.90)
C (5.03, 0.66, -0.66)
O (1.23, 0.60, -1.32)
H (-5.20, -3.89, -1.09)
C (-3.61, 2.25, -0.84)
O (2.11, -1.37, -0.87)
H (-0.84, 4.40, 1.94)
C (0.87, -4.22, 1.64)
H (4.04, 2.80, 0.96)
H (3.03, -1.77, 1.71)
H (-2.47, 5.06, 1.76)
H (0.34, -0.08, 3.91)
H (2.54, 0.81, 4.11)
F (0.70, 3.64, 0.23)
H (-3.48, -1.88, 2.04)
H (5.74, 2.49, 1.04)
C (-4.27, -3.56, -0.64)
H (2.07, 0.45, 1.67)
H (0.36, 2.11, 3.16)
H (0.47, -3.90, 2.60)
H (-3.54, -4.35, -0.80)
C (-1.65, 0.31, 3.19)
H (-2.04, -0.68, 3.41)
C (-3.66, 0.36, -3.22)
H (3.03, -3.36, 2.63)
H (4.73, -0.88, -4.60)
H (0.63, -2.17, -5.94)
H (-0.73, -2.91, 0.16)
O (2.22, 2.83, 4.12)
C (-3.24, -2.45, 1.14)
H (0.72, -3.35, -4.82)
C (5.20, -0.08, -2.06)
H (-0.76, -5.59, 1.28)
H (4.26, 0.18, -0.06)
H (5.85, -0.94, -1.95)
C (-2.49, 0.70, -2.30)
O (0.12, -0.75, -0.11)
H (5.25, 3.83, 0.09)
H (-2.90, -1.70, 0.43)
C (-3.41, 1.30, 4.34)
O (-4.41, -2.99, 0.64)
H (-2.04, 0.62, 2.22)
H (1.82, -2.20, 3.03)
C (-5.52, -1.24, -3.44)
C (2.45, -2.54, 2.20)
H (-1.56, -2.99, 2.27)
Na (2.70, 2.02, -2.70)
F (-0.03, 3.14, -1.93)
C (-3.44, 2.96, 0.52)
H (1.49, -5.09, 1.87)

Results
LUMO energy = 0.00 eV
gap between HOMO and LUMO = 8.674 eV
highest occupied orbital energy = -8.676 eV
energy = -75781.7589 eV

Atomic partial charges in e from the Löwdin method, atoms 1 to 99: 0.09, 0.12, 0.12, 0.11, -0.20, 0.12, -0.05, -0.17, -1.30, 0.12, -0.84, -0.12, 0.11, 0.13, 0.08, 0.11, -0.18, 0.08, 0.08, 0.11, 0.12, 0.05, 0.32, -0.07, 0.10, 0.13, -0.16, 0.11, -0.20, 0.08, -0.02, -0.17, -0.23, -0.03, -0.16, 0.07, -0.16, -0.12, 0.11, 0.12, 0.08, 0.09, 0.09, 0.08, 0.08, 0.12, 0.11, 0.07, 0.12, 0.09, -0.09, 0.09, 0.10, 0.09, -0.23, -0.20, -0.22, -0.17, -0.07, -0.15, -0.02, 0.09, -0.16, 0.10, 0.09, -0.21, 0.07, 0.09, 0.09, 0.12, 0.11, 0.13, 0.11, 0.09, -0.13, 0.10, 0.10, 0.11, 0.07, -0.22, 0.11, -0.16, 0.09, 0.11, 0.08, 0.07, -0.18, -0.23, 0.08, -0.18, 0.12, 0.11, 0.12, -0.20, 0.01, 0.10, 0.11, -0.10, -0.15

# 4
Here is a 6-piece molecular cluster, C43H46NO23S overall in a non-equilibrium geometry from the OMol25 dataset. Energies are from ωB97M-V/def2-TZVPD.

Positions of all 114 atoms, in Å:
C (-3.18, -1.93, -9.99)
H (1.92, -0.88, -7.72)
O (-2.20, 0.15, -6.34)
H (-0.23, 5.71, 0.10)
H (-2.95, 0.94, -3.50)
C (4.23, -4.28, 0.58)
H (1.80, 2.66, 3.02)
H (3.98, -1.60, 9.23)
H (-0.38, -0.81, 9.98)
H (0.60, 1.84, 7.80)
C (1.60, -0.79, 0.00)
H (-0.09, 3.33, -1.06)
H (0.68, 1.29, 3.89)
C (-2.68, 1.22, 7.00)
O (-4.45, -0.15, -10.85)
O (-2.70, -0.99, 7.79)
C (-0.46, 1.68, -5.87)
C (1.18, -0.40, 1.57)
C (1.91, -0.93, 9.40)
H (6.96, -5.70, 3.08)
H (0.82, 6.25, 1.66)
C (3.65, 0.15, 8.09)
C (-3.59, -4.14, -10.93)
H (0.78, -1.52, -0.48)
C (-0.33, 0.23, 1.52)
H (6.21, -2.21, 3.12)
H (-3.45, -0.81, -2.98)
C (0.84, 1.97, -5.99)
C (-0.69, 3.07, -2.05)
H (-3.89, -1.74, 5.57)
C (1.30, 1.09, 8.14)
H (3.51, -3.84, -0.08)
C (-0.22, 5.84, 1.29)
H (-0.79, 4.65, 3.16)
C (-4.20, -1.35, -10.90)
C (6.22, -5.26, 2.42)
O (1.36, 3.14, -5.47)
C (2.30, 0.54, 2.32)
H (-0.25, 2.05, -2.44)
O (6.59, -3.10, 3.30)
H (-1.07, 6.65, 1.51)
O (-4.57, -0.25, 3.51)
H (2.48, 1.52, 4.36)
O (-5.23, -4.41, -12.74)
H (-2.76, 3.14, 6.10)
C (-2.28, 2.96, -1.68)
C (-2.03, 3.91, 1.39)
H (4.96, 1.04, 7.04)
C (-2.99, -0.23, 6.88)
H (2.70, 1.86, 0.38)
O (2.95, 1.34, -6.81)
O (-0.59, -1.68, -7.60)
H (-0.44, 3.95, -2.80)
O (-0.37, -0.01, 9.40)
C (-1.01, 0.44, -6.42)
O (1.54, -1.82, 10.17)
C (1.72, 1.57, 3.45)
H (1.63, 0.15, -0.70)
C (-4.60, -3.55, -11.86)
O (-2.53, -1.07, -9.12)
O (3.05, 2.10, 6.92)
C (-2.97, 2.08, 6.02)
H (-2.30, 4.66, 0.53)
H (-2.16, -3.67, -9.35)
H (-5.61, -1.81, -12.51)
O (-3.37, -5.35, -10.96)
C (5.52, -6.17, 1.49)
O (-3.27, -0.40, -0.31)
C (2.68, 1.19, 7.66)
O (-2.09, 1.65, 8.17)
C (-3.65, -0.69, 5.65)
H (-2.91, -0.18, -9.30)
C (-2.90, -3.23, -10.00)
C (-3.94, 0.17, 4.67)
C (3.30, 1.30, 1.22)
H (2.61, -1.38, 0.06)
H (-2.88, 4.04, 2.21)
O (-3.88, 2.38, 3.86)
H (-4.85, -5.30, -12.56)
C (1.22, -0.21, -7.23)
C (-0.07, -0.50, -7.10)
H (3.03, -0.21, 2.90)
H (1.19, -1.44, 2.15)
H (0.31, 3.69, 1.82)
C (4.52, -5.58, 0.56)
H (2.32, 3.11, -5.69)
H (-4.75, 0.61, -2.84)
C (-3.23, 0.68, -1.14)
H (-1.01, -0.59, 0.98)
O (4.66, -2.18, 1.58)
S (-2.08, 2.09, 0.89)
O (5.75, -7.38, 1.47)
C (-3.61, 1.62, 4.78)
H (3.98, 0.44, 0.75)
H (-4.67, 0.55, 2.96)
C (-4.88, -2.25, -11.84)
C (-0.60, 4.40, 2.03)
O (4.95, 0.24, 7.61)
H (-1.98, 0.85, 8.72)
C (1.77, 1.04, -6.69)
C (5.94, -3.96, 2.44)
N (-2.92, 2.08, -0.64)
C (0.93, 0.10, 8.95)
C (4.91, -3.38, 1.53)
H (-0.80, 0.33, 2.61)
H (-1.55, -1.66, -7.39)
C (-3.60, 0.33, -2.73)
H (4.26, -7.33, -0.14)
O (-3.12, 3.78, -2.38)
H (-1.15, 2.35, -5.36)
H (4.02, 1.99, 1.84)
O (-0.47, 1.46, 0.72)
O (3.89, -6.44, -0.32)
C (3.29, -0.84, 8.91)

Results
LUMO energy = -4.14 eV
net charge = +1
gap between HOMO and LUMO = 7.098 eV
highest occupied orbital energy = -11.241 eV
energy = -104735.8493 eV

Atomic partial charges in e from the Löwdin method, atoms 1 to 99: -0.19, 0.14, 0.10, 0.08, 0.08, 0.07, 0.07, 0.14, 0.13, 0.13, -0.10, 0.09, 0.08, -0.19, 0.11, 0.13, 0.06, -0.25, -0.30, 0.14, 0.09, -0.21, -0.30, 0.10, -0.23, 0.11, 0.12, -0.21, -0.01, 0.14, 0.08, 0.13, -0.12, 0.13, -0.30, 0.08, 0.07, -0.34, 0.11, 0.08, 0.10, 0.08, 0.09, 0.09, 0.14, -0.32, -0.28, 0.12, -0.29, 0.08, 0.11, 0.06, 0.12, 0.05, -0.31, 0.12, -0.09, 0.08, -0.21, 0.05, 0.09, 0.07, 0.11, 0.14, 0.14, 0.11, -0.30, -0.05, -0.31, 0.08, 0.09, 0.13, 0.09, -0.21, -0.10, 0.07, 0.12, 0.06, 0.12, 0.08, -0.20, 0.13, 0.16, 0.09, -0.20, 0.12, 0.13, -0.26, 0.13, 0.07, 1.22, 0.12, -0.31, 0.09, 0.11, 0.08, -0.24, 0.08, 0.09